one | ORCA calculation (ωB97M-V with the def2-TZVPD basis set) on C2H3N2PS in the gas phase.

Element x y z (Å)
P 0.951 -0.029 0.024
C -0.932 -0.173 -0.045
C -1.661 0.996 -0.046
S -3.310 0.452 0.068
N -2.830 -1.173 0.003
N -1.622 -1.309 -0.117
H 1.055 -0.774 1.145
H 0.712 1.186 0.809
H -1.197 1.930 0.026

SMILES = Pc1csnn1
LUMO level = 0.28 eV
Kohn-Sham gap = 9.74 eV

Here are the Löwdin charges for atoms 1 to 2, given in e: 0.83, -0.70

---

two | ORCA calculation (ωB97M-V with the def2-TZVPD basis set) on C2H3N2PS in the gas phase.

Element x y z (Å)
P -1.178 1.762 -0.528
C -0.098 0.362 -0.101
N 0.203 -0.140 1.023
C 1.129 -1.074 0.995
S 1.645 -1.295 -0.639
N 0.697 -0.224 -1.244
H -2.067 1.089 0.252
H -1.616 1.127 -1.683
H 1.284 -1.606 1.926

SMILES = Pc1ncsn1
LUMO level = 0.26 eV
Kohn-Sham gap = 9.33 eV

Here are the Löwdin charges for atoms 1 to 2, given in e: 0.84, -0.74

---

Which structure is the most stable? The one labeled two.